w:
{
  "formula": "C3H5Br",
  "method": "the ωB97M-V functional and the def2-TZVPD basis",
  "e_homo_ev": [-8.14, -8.13],
  "smiles": "C/C=C/Br",
  "orbital_gap_ev": [8.568, 8.506],
  "species": ["H", "C", "H", "H", "H", "H", "C", "C", "Br"],
  "positions_angstrom": [[-1.31, 0.00, -1.08], [0.04, -0.04, 0.41], [-1.37, 1.42, -0.11], [-2.04, 0.16, 0.73], [0.12, 0.01, 1.50], [1.35, -0.68, -1.45], [1.45, -0.43, -0.44], [-1.25, 0.36, -0.10], [3.02, -0.79, 0.53]]
}

***

x:
{
  "formula": "C3H5Br",
  "method": "the ωB97M-V functional and the def2-TZVPD basis",
  "e_homo_ev": -8.07,
  "orbital_gap_ev": 7.983,
  "species": ["C", "C", "C", "Br", "H", "H", "H", "H", "H"],
  "positions_angstrom": [[-0.28, 0.05, 0.79], [2.15, 1.06, -0.39], [-1.10, -0.81, 0.00], [1.68, 0.92, -2.12], [-1.20, -0.55, -1.03], [1.74, 1.98, 0.14], [-0.71, 0.13, 1.91], [-2.07, -1.41, 0.43], [-0.22, -1.36, 0.26]]
}

***

Which of them is most stable? Easy: w.

***

w:
{
  "formula": "C22H31Cl5F5NO2PtSi4Te",
  "method": "the ωB97M-V functional and the def2-TZVPD basis",
  "e_homo_ev": -0.92,
  "charge": -2,
  "orbital_gap_ev": 4.758,
  "species": ["H", "F", "C", "C", "H", "C", "C", "F", "H", "H", "Si", "Pt", "H", "O", "C", "H", "C", "C", "Cl", "Cl", "C", "C", "H", "C", "H", "H", "Si", "C", "Te", "H", "H", "F", "C", "H", "H", "H", "H", "H", "C", "Si", "C", "H", "C", "Cl", "Si", "H", "H", "H", "H", "H", "C", "O", "H", "H", "H", "F", "Cl", "C", "C", "H", "H", "F", "H", "C", "Cl", "C", "N", "C", "H", "H", "H", "C"],
  "positions_angstrom": [[-1.05, -1.29, -7.59], [1.87, 2.32, 0.23], [2.89, 0.37, 0.95], [-0.16, -0.69, -7.42], [2.39, -4.24, -2.61], [-1.66, -1.22, 1.69], [-2.09, 3.12, -1.09], [2.82, 1.04, -1.26], [1.24, 2.19, -2.64], [-2.35, -5.87, -4.34], [0.13, -2.09, -4.31], [0.17, -0.02, -0.50], [3.66, -4.78, -3.72], [-1.83, -0.25, 0.87], [1.38, 1.09, -5.54], [-1.49, 5.19, -1.27], [-0.24, -3.01, 2.56], [-1.51, -5.21, -4.08], [1.29, -3.84, 2.55], [-1.04, -4.85, 4.41], [2.62, -4.44, -3.66], [2.60, -3.42, -6.52], [2.30, 0.63, -5.91], [-1.23, 4.16, -1.44], [-0.31, -4.82, -7.04], [-1.67, 1.30, -4.30], [-0.08, -0.13, -5.60], [-1.27, -3.44, 3.41], [-0.47, -2.19, -1.89], [-2.36, 0.99, -1.05], [3.74, -0.84, -5.00], [3.29, -0.86, 0.64], [2.00, 0.97, -0.14], [-1.67, 1.77, -6.01], [0.70, -1.31, -7.67], [1.79, -4.07, -6.87], [-0.58, -5.78, -4.18], [-3.29, -2.07, -5.83], [-2.65, -1.67, 2.57], [-1.45, -3.64, -5.14], [-1.71, 1.81, -1.30], [2.64, -2.56, -7.18], [-2.47, -2.76, 3.43], [-3.75, -3.28, 4.49], [2.31, -2.89, -4.70], [1.98, -5.27, -3.98], [-1.25, -3.46, -7.65], [-3.05, 3.33, -0.63], [1.18, 1.98, -6.16], [-0.19, 0.16, -8.12], [-0.38, -1.90, 1.72], [0.60, -1.51, 0.95], [-3.26, -2.32, -4.08], [-2.07, -4.97, -7.21], [-1.61, -4.93, -3.03], [2.29, 0.35, 2.14], [-4.16, -0.81, 2.58], [-1.26, -4.28, -6.93], [-1.64, 0.92, -5.32], [4.69, -2.18, -4.34], [3.59, -1.27, -3.29], [4.03, 1.11, 1.11], [-3.99, -3.54, -5.13], [0.30, 2.47, -2.19], [1.07, 5.02, -2.59], [-3.17, -2.83, -5.04], [-0.51, 1.48, -1.81], [3.71, -1.68, -4.30], [1.58, 1.43, -4.53], [3.54, -3.97, -6.63], [-2.54, 0.32, -5.48], [-0.03, 3.80, -2.03]]
}

***

x:
{
  "formula": "C22H31Cl5F5NO2PtSi4Te",
  "method": "the ωB97M-V functional and the def2-TZVPD basis",
  "e_homo_ev": -1.17,
  "charge": -2,
  "orbital_gap_ev": 5.016,
  "species": ["H", "F", "H", "C", "H", "H", "H", "Si", "C", "C", "H", "H", "H", "F", "C", "H", "H", "C", "H", "Cl", "N", "C", "H", "H", "Te", "H", "Cl", "Pt", "Si", "Si", "H", "F", "C", "H", "H", "C", "C", "H", "C", "H", "H", "H", "H", "H", "C", "Si", "C", "H", "F", "C", "H", "H", "C", "O", "H", "O", "H", "C", "H", "H", "C", "Cl", "C", "F", "H", "C", "Cl", "Cl", "C", "C", "C", "C"],
  "positions_angstrom": [[-1.51, -0.40, -4.72], [1.12, 3.77, 1.52], [4.20, -0.65, -3.77], [-2.32, -3.00, -2.42], [-0.65, 3.25, -2.82], [-5.11, 3.53, 0.59], [-2.66, -2.71, -1.42], [2.58, -0.63, -1.87], [-0.03, 2.46, -2.39], [-2.67, 0.91, -2.07], [1.13, -3.24, -4.45], [1.34, -4.48, -1.70], [-1.39, 1.34, -4.97], [-0.33, 4.00, 3.15], [0.07, -2.28, 6.37], [-0.19, -5.33, -1.96], [2.78, 1.86, -1.69], [1.79, -1.03, 5.26], [-2.68, -4.01, -2.63], [2.60, -2.74, 7.23], [-1.64, 2.00, 1.30], [0.04, -3.19, -4.33], [-4.88, 1.30, 1.73], [-2.77, 1.10, -1.01], [0.01, -1.25, 0.91], [-2.78, -2.32, -3.15], [-3.06, 5.27, -0.41], [-0.02, 1.27, 2.29], [-0.43, -2.92, -2.51], [0.29, -0.93, -1.51], [0.16, 2.69, -1.34], [1.51, 2.92, 4.90], [-0.54, -0.71, 4.55], [-3.17, 1.71, -2.62], [0.08, 0.35, -4.90], [-0.87, -1.66, 5.55], [-4.15, 3.09, 0.78], [3.35, -2.98, -1.49], [0.88, -0.39, 4.43], [0.04, -4.32, -0.51], [3.19, -2.09, 0.03], [0.94, 2.46, -2.90], [-2.60, 0.38, 2.13], [-0.32, -2.39, -4.99], [3.11, -0.65, -3.70], [-0.87, 0.78, -2.60], [-1.75, 3.18, 0.69], [4.24, 1.05, -1.12], [2.93, 2.72, 3.27], [-2.99, 3.73, 0.41], [-0.84, 3.69, 0.43], [-3.20, -0.03, -2.28], [1.81, 3.33, 3.67], [-1.42, -0.15, 3.81], [4.60, -1.81, -1.02], [1.32, 0.49, 3.56], [2.80, 1.10, -0.10], [0.26, -4.41, -1.58], [2.73, -1.53, -4.22], [-0.38, -4.14, -4.67], [3.52, -2.01, -1.00], [3.47, -0.62, 5.07], [3.15, 1.01, -1.13], [2.11, 4.65, 3.78], [2.74, 0.23, -4.23], [-2.76, 1.33, 1.64], [-0.44, -3.44, 7.57], [-2.57, -2.03, 5.72], [-0.92, 0.49, -4.48], [1.41, -1.97, 6.23], [-4.02, 1.86, 1.41], [0.65, 3.11, 2.68]]
}

***

Which of them is most stable? Easy: x.

***

w:
{
  "formula": "C2H2ClN3O",
  "method": "the ωB97M-V functional and the def2-TZVPD basis",
  "e_homo_ev": -10.61,
  "smiles": "On1ncnc1Cl",
  "orbital_gap_ev": 9.711,
  "species": ["H", "O", "N", "N", "N", "C", "Cl", "C", "H"],
  "positions_angstrom": [[-0.69, -2.21, -0.01], [1.08, 2.03, 0.18], [1.43, -1.66, 0.14], [-0.29, -0.27, -0.04], [0.89, 0.37, -0.13], [0.07, -1.48, 0.16], [3.49, -0.01, -0.08], [1.86, -0.45, 0.10], [2.05, 2.03, 0.12]]
}

***

x:
{
  "formula": "C2H2ClN3O",
  "method": "the ωB97M-V functional and the def2-TZVPD basis",
  "e_homo_ev": [-10.55, -10.72],
  "orbital_gap_ev": [7.933, 6.141],
  "species": ["N", "N", "H", "O", "H", "C", "C", "N", "Cl"],
  "positions_angstrom": [[-1.75, -2.95, -1.32], [-1.12, 1.17, -1.75], [-0.74, 0.19, 0.39], [1.13, 1.19, -1.94], [0.82, -0.36, -0.01], [0.18, 0.94, -1.24], [-1.62, -1.84, -1.05], [0.17, 0.44, 0.02], [-1.24, 1.88, -3.21]]
}

***

Which of them is most stable? Easy: w.

***

w:
{
  "formula": "C4H8OS2",
  "method": "the ωB97M-V functional and the def2-TZVPD basis",
  "e_homo_ev": [-9.51, -8.19],
  "orbital_gap_ev": [8.554, 6.202],
  "species": ["C", "H", "C", "O", "H", "H", "C", "C", "H", "H", "S", "S", "H", "H", "H"],
  "positions_angstrom": [[-1.63, 0.11, 0.92], [-2.35, -1.79, 0.23], [-0.63, -1.29, -0.96], [-3.38, -0.96, 2.69], [-1.11, -1.74, -1.87], [2.59, 2.64, -0.37], [-1.61, -0.97, 0.09], [3.01, 1.66, -0.56], [0.12, -2.04, -0.61], [-0.96, 0.95, 0.81], [-2.74, 0.34, 2.33], [2.14, 0.47, 0.41], [2.41, 1.55, -1.51], [0.08, -0.49, -1.12], [4.09, 1.55, -0.47]]
}

***

x:
{
  "formula": "C4H8OS2",
  "method": "the ωB97M-V functional and the def2-TZVPD basis",
  "e_homo_ev": [-8.53, -8.50],
  "orbital_gap_ev": [7.313, 7.245],
  "species": ["H", "H", "C", "H", "H", "H", "C", "S", "H", "H", "O", "S", "C", "C", "H"],
  "positions_angstrom": [[2.40, -1.56, -1.77], [-0.55, 2.02, 1.32], [0.39, 1.57, 1.14], [0.78, -0.86, -1.61], [-3.55, -0.13, 0.51], [-2.78, 0.07, -0.98], [-2.65, 0.14, 0.12], [-1.45, -1.15, 0.50], [1.30, -2.43, -0.57], [1.19, 2.22, 1.52], [2.87, 0.67, -0.38], [2.15, -0.51, 0.25], [1.49, -1.50, -1.11], [0.71, 0.46, 0.56], [-2.29, 1.01, 0.51]]
}

***

y:
{
  "formula": "C4H8OS2",
  "method": "the ωB97M-V functional and the def2-TZVPD basis",
  "e_homo_ev": -8.80,
  "smiles": "CS[C@@H]1COCS1",
  "orbital_gap_ev": 9.542,
  "species": ["C", "H", "H", "C", "O", "H", "C", "H", "C", "H", "S", "H", "H", "H", "S"],
  "positions_angstrom": [[0.66, 2.42, -0.56], [1.37, 0.04, 0.10], [1.01, 3.44, -1.23], [0.52, -0.75, -0.01], [0.39, -1.67, 1.16], [0.33, 2.56, 0.62], [-0.66, 0.09, -0.02], [-1.15, -2.86, 1.64], [-0.71, -2.35, 0.72], [-0.26, -2.83, -0.11], [-0.70, 1.43, -1.28], [1.61, 1.84, -0.64], [0.47, -1.06, -1.21], [-0.85, 0.80, 0.91], [-2.04, -1.10, -0.11]]
}

***

Which of them is most stable? Easy: y.

***

w:
{
  "formula": "C2H4NP",
  "method": "the ωB97M-V functional and the def2-TZVPD basis",
  "e_homo_ev": -8.81,
  "smiles": "[H]/N=C1/CP1",
  "orbital_gap_ev": 9.706,
  "species": ["C", "P", "H", "N", "H", "H", "H", "C"],
  "positions_angstrom": [[-0.33, 0.90, -0.39], [-1.34, -0.59, -0.02], [-1.34, -0.51, 1.30], [1.59, -0.79, -0.05], [1.61, -1.64, 0.35], [-0.58, 1.35, -1.38], [-0.07, 1.64, 0.40], [0.46, -0.36, -0.21]]
}

***

x:
{
  "formula": "C2H4NP",
  "method": "the ωB97M-V functional and the def2-TZVPD basis",
  "e_homo_ev": -8.78,
  "orbital_gap_ev": 8.434,
  "species": ["N", "H", "C", "H", "H", "H", "C", "P"],
  "positions_angstrom": [[-0.38, 0.13, -1.78], [0.10, -1.65, 1.37], [0.01, 0.27, -0.33], [-2.22, 0.97, -0.88], [1.52, -0.28, 1.91], [0.79, 1.18, -0.15], [-1.20, 0.76, -1.04], [1.38, -1.38, 0.90]]
}

***

Which of them is most stable? Easy: w.

***

w:
{
  "formula": "C3H6Cl2OSi",
  "method": "the ωB97M-V functional and the def2-TZVPD basis",
  "e_homo_ev": -10.01,
  "smiles": "C=C[Si@@](C)(Cl)OCl",
  "orbital_gap_ev": 9.720,
  "species": ["H", "C", "Si", "C", "Cl", "H", "H", "C", "H", "Cl", "H", "H", "O"],
  "positions_angstrom": [[1.77, -0.90, 1.65], [-0.84, 2.18, -0.66], [-0.21, -0.61, -0.22], [0.04, 1.21, -0.78], [0.92, -2.90, -1.77], [0.95, 1.41, -1.34], [0.39, -1.93, 2.09], [0.74, -0.93, 1.70], [-1.80, 1.79, -0.52], [-2.13, -1.10, 0.23], [0.36, -0.13, 2.20], [-0.71, 3.18, -1.07], [0.52, -1.28, -1.50]]
}

***

x:
{
  "formula": "C3H6Cl2OSi",
  "method": "the ωB97M-V functional and the def2-TZVPD basis",
  "e_homo_ev": -9.55,
  "smiles": "C=C[Si](Cl)(Cl)OC",
  "orbital_gap_ev": 10.301,
  "species": ["H", "H", "H", "H", "Cl", "O", "C", "C", "H", "Cl", "H", "C", "Si"],
  "positions_angstrom": [[-1.29, 2.50, -1.76], [2.78, -1.39, 1.76], [0.69, -1.81, -0.52], [2.61, -2.39, 0.30], [-1.71, -0.65, 2.21], [-1.00, 0.92, -0.37], [1.05, -1.24, 0.33], [-1.74, 1.51, -1.80], [-1.43, 0.79, -2.48], [0.71, 1.51, 1.96], [-2.73, 1.72, -1.54], [2.21, -1.55, 0.84], [-0.15, 0.06, 1.07]]
}

***

y:
{
  "formula": "C3H6Cl2OSi",
  "method": "the ωB97M-V functional and the def2-TZVPD basis",
  "e_homo_ev": [-9.72, -9.34],
  "orbital_gap_ev": [8.444, 4.729],
  "species": ["O", "H", "H", "H", "C", "H", "Cl", "H", "H", "Cl", "C", "Si", "C"],
  "positions_angstrom": [[-1.02, 1.50, 0.54], [-2.27, -1.62, 0.20], [-0.54, -2.25, 0.44], [1.04, 2.51, 0.16], [1.54, 1.77, -0.51], [1.79, -0.23, -1.35], [-1.83, 2.83, 2.07], [-1.23, -1.92, -1.10], [2.41, 2.22, -1.08], [0.64, -3.81, 1.40], [-1.15, -1.64, -0.11], [-0.60, 0.16, -0.02], [1.22, 0.49, -0.64]]
}

***

Which of them is most stable? Easy: x.